P:
DFT (the ωB97M-V functional and the def2-TZVPD basis) results for a 2-piece molecular cluster, CH5OS overall.

The spin multiplicity is 1. As for the charge: -1. Its HOMO energy is -0.09351 Eh.

Last column: Mulliken charge in e.
Geometry (Å):
C (-0.553, 0.467, 0.116)  -0.594
O (-1.632, 1.308, -0.345)  -0.550
H (0.256, 0.362, -0.608)  0.247
H (-0.123, 0.916, 1.010)  0.257
H (-0.914, -0.527, 0.378)  0.279
H (-1.862, 0.978, -1.219)  0.282
S (1.847, -1.392, 0.358)  -0.849
H (2.981, -2.112, 0.311)  -0.072


Q:
DFT (the ωB97M-V functional and the def2-TZVPD basis) results for a 2-piece molecular cluster, CH5OS overall.

The spin multiplicity is 1. As for the charge: -1. Its HOMO energy is -0.10242 Eh.

Last column: Mulliken charge in e.
Geometry (Å):
S (0.348, -1.790, -0.500)  -0.880
H (0.905, -1.981, 0.721)  -0.029
C (0.051, 2.210, 0.342)  -0.501
O (-0.930, 1.208, 0.525)  -0.425
H (-0.030, 2.711, -0.630)  0.212
H (1.057, 1.752, 0.385)  0.220
H (0.051, 2.893, 1.201)  0.208
H (-0.489, 0.399, 0.208)  0.194


Most stable pick: Q. Distance to second place: 35.5 kJ/mol.


P:
DFT (the ωB97M-V functional and the def2-TZVPD basis) results for one molecule with the formula C6H9N3O4.

The spin multiplicity is 1. As for the structure (SMILES): CCO[C@H](O)c1[nH]ncc1[N+](=O)[O-]. Its HOMO energy is -0.37808 Eh.

Last column: Mulliken charge in e.
Geometry (Å):
C (2.306, -1.945, 1.408)  -0.603
C (1.985, -0.761, 0.737)  0.776
C (0.610, -0.572, 0.936)  -0.074
C (-2.589, 0.391, -2.301)  -1.116
C (-1.940, 1.092, -1.073)  -0.302
C (-0.322, 0.589, 0.663)  -0.127
N (1.209, -2.401, 2.041)  -0.877
N (0.212, -1.557, 1.741)  0.380
N (2.866, 0.098, 0.146)  1.020
O (4.024, -0.228, 0.256)  -0.616
O (2.587, 1.092, -0.531)  -0.719
O (0.341, 1.850, 0.780)  -0.507
O (-0.908, 0.241, -0.565)  -0.228
H (3.290, -2.418, 1.493)  0.474
H (-1.790, -0.132, -2.886)  0.288
H (-3.426, -0.334, -2.155)  0.308
H (-3.284, 1.113, -2.790)  0.350
H (-2.747, 1.247, -0.296)  0.251
H (-1.652, 1.990, -1.454)  0.331
H (-1.084, 0.543, 1.472)  0.356
H (-0.727, -1.704, 2.200)  0.248
H (1.039, 1.806, 0.179)  0.387


Q:
DFT (the ωB97M-V functional and the def2-TZVPD basis) results for one molecule with the formula C6H9N3O4.

The spin multiplicity is 1. As for the structure (SMILES): C[C@@]1([N+](=O)[O-])C=NCN1CC(=O)O. Its HOMO energy is -0.36196 Eh.

Last column: Mulliken charge in e.
Geometry (Å):
C (-1.482, 1.091, -0.822)  -0.450
C (2.636, -0.452, 0.411)  0.374
C (0.224, 0.349, -1.767)  -0.621
C (-0.911, 0.174, 0.227)  0.594
C (-1.021, 0.735, 1.681)  -1.852
C (1.282, -0.991, 0.024)  -0.425
N (-0.865, 1.187, -1.904)  -0.534
N (-1.800, -1.181, 0.060)  1.035
N (0.318, -0.008, -0.364)  0.385
O (2.779, 0.849, 0.647)  -0.519
O (3.601, -1.121, 0.481)  -0.545
O (-1.492, -1.960, -0.803)  -0.601
O (-2.763, -1.220, 0.778)  -0.617
H (-2.374, 1.644, -0.651)  0.486
H (0.167, -0.588, -2.333)  0.373
H (1.122, 0.813, -2.179)  0.346
H (-0.787, 0.079, 2.455)  0.397
H (-2.026, 0.974, 1.851)  0.512
H (-0.651, 1.672, 1.622)  0.554
H (0.831, -1.465, 0.857)  0.425
H (1.377, -1.896, -0.749)  0.286
H (1.834, 1.314, 0.478)  0.395


Most stable pick: Q. Distance to second place: 54.9 kJ/mol.